[1]
C20H40FNO33S8 | ωB97M-V/def2-TZVPD

ORCA input file:
```
! wB97M-V def2-TZVPD RIJCOSX def2/J DEFGRID3
* xyz 0 1
S 4.611 -4.670 -2.562
S -5.382 -0.297 0.275
S -0.353 0.185 3.552
S 3.445 5.206 -4.718
S -3.352 -0.731 8.740
S 3.315 1.150 0.277
S 0.045 -3.428 -0.810
S -0.330 -3.883 -4.692
F 2.116 0.984 1.468
O -4.568 -1.168 7.752
O -4.258 -0.041 9.900
O 5.722 -3.989 -3.535
O 3.315 6.441 -3.668
O 2.567 4.151 -4.295
O -6.333 -1.010 1.082
O -2.966 3.246 -1.108
O 1.565 -3.881 -0.452
O 5.107 -5.954 -2.144
O -0.062 -2.193 0.247
O 0.040 -2.882 -2.141
O 4.762 -3.636 -1.313
O 3.432 5.747 -6.050
O -3.884 -0.735 0.729
O 3.980 -0.192 -0.077
O 2.894 3.249 -1.027
O -0.851 -4.470 -0.389
O -1.172 -0.364 4.845
O -1.899 -4.063 -5.086
O -2.583 0.294 8.087
O 0.783 -0.671 3.341
O 4.429 2.016 0.906
O -5.404 1.133 0.121
O 0.174 1.576 4.210
O -1.298 0.498 2.515
O 0.158 -2.675 -5.297
O -2.762 -1.924 9.282
O -0.183 -4.167 -3.289
O -1.531 4.848 0.064
O -5.359 -0.968 -1.207
O 0.247 -5.152 -5.538
O 3.314 -4.487 -3.150
O 4.972 4.780 -4.356
N 2.773 1.890 -1.201
C 5.581 5.827 -3.603
C -3.344 -1.648 -0.226
C -0.785 0.389 5.995
C 0.460 2.810 -2.008
C -0.469 1.783 5.468
C -5.800 -1.080 8.465
C 1.070 -2.209 1.116
C 6.136 -2.739 -2.985
C -3.351 3.804 1.422
C -2.180 3.466 -2.316
C -5.608 0.068 9.449
C -4.012 -1.295 -1.548
C 1.361 1.495 -1.570
C -2.023 -5.049 -6.111
C -0.999 2.333 -2.532
C -0.842 -5.992 -5.913
C 5.960 -2.880 -1.479
C -2.523 4.026 0.012
C 2.192 -2.846 0.305
C 4.447 6.447 -2.797
H 2.626 -2.130 -0.398
H 5.484 -1.958 -3.387
H -6.631 -0.906 7.780
H 6.783 -3.451 -1.038
H -2.629 3.279 2.157
H 7.171 -2.525 -3.261
H -2.918 3.282 -3.216
H -3.604 -2.664 0.089
H 1.295 0.764 -2.477
H -1.585 0.396 6.740
H 4.206 5.837 -1.921
H -1.259 1.335 -1.963
H 5.879 -1.914 -0.977
H -3.553 -0.410 -1.998
H -2.257 -1.551 -0.274
H 6.004 6.549 -4.308
H -1.792 4.550 -2.464
H -3.616 4.878 1.790
H 0.295 3.399 -1.023
H 0.994 3.466 -2.801
H -5.724 1.036 8.952
H -1.029 -6.691 -5.091
H 4.676 7.466 -2.478
H 0.184 2.341 6.142
H -0.602 -6.553 -6.818
H 2.981 -3.256 0.938
H -3.985 -2.120 -2.262
H -5.955 -2.028 8.991
H 0.106 -0.082 6.423
H 2.468 3.430 -0.132
H -2.982 -5.565 -6.028
H -4.266 3.114 1.273
H -0.922 2.014 -3.662
H -1.385 2.355 5.293
H 6.376 5.433 -2.967
H 1.316 -1.198 1.438
H -1.965 -4.542 -7.079
H 0.820 -2.818 1.990
H -6.298 0.008 10.293
H 0.783 0.958 -0.696
*
```

As for the HOMO-LUMO gap: 7.652 eV. The HOMO energy is -8.5 eV.


[2]
C20H40IN6O4P2PtS | ωB97M-V/def2-TZVPD

ORCA input file:
```
! wB97M-V def2-TZVPD RIJCOSX def2/J DEFGRID3
* xyz 3 1
Pt 0.139 0.209 -0.377
I 0.953 2.801 -0.719
S -0.041 0.165 1.953
P 2.440 -1.368 -2.497
P 0.682 -3.022 -0.864
O 2.092 -0.323 -1.458
O -0.220 -1.794 -0.617
O -4.290 2.297 2.353
O 1.735 -2.758 -2.040
N -2.119 1.827 1.726
N 4.001 -1.720 -2.603
N 1.586 -3.419 0.408
N 1.815 -1.087 -3.965
N -0.212 -4.233 -1.421
N -0.851 1.944 3.696
C -4.158 4.906 1.116
C 4.478 -2.937 -3.271
C -1.611 6.025 1.015
C -3.288 2.782 1.951
C 2.578 -1.115 -5.218
C -3.451 3.084 6.268
C -2.719 6.757 0.593
C 0.392 -0.794 -4.106
C -2.531 2.117 5.531
C -3.988 6.194 0.637
C -1.768 4.723 1.453
C 0.980 -3.412 1.747
C 5.031 -0.752 -2.199
C -0.716 1.737 -1.395
C 2.882 -4.105 0.311
C -1.660 2.866 4.528
C -3.046 4.158 1.506
C -1.121 1.457 2.512
C -1.484 -3.997 -2.121
C 0.133 -5.641 -1.195
H -2.887 3.844 6.811
H 2.353 -2.011 -5.799
H -3.130 1.373 4.998
H -2.286 3.483 3.891
H -4.846 6.754 0.292
H 0.916 -4.424 2.148
H -2.586 7.761 0.214
H -0.962 3.521 5.048
H -2.291 -4.537 -1.626
H 0.886 -5.739 -0.418
H -1.423 -4.360 -3.149
H 0.255 0.088 -4.735
H -0.023 -2.987 1.707
H -0.758 -6.193 -0.899
H -0.140 -1.625 -4.576
H -0.899 4.166 1.787
H 4.586 0.030 -1.589
H 5.197 -3.446 -2.629
H -5.144 4.462 1.164
H -2.302 1.202 0.955
H -1.896 1.584 6.242
H 3.648 -3.609 -3.480
H -0.058 -0.613 -3.127
H 0.519 -6.092 -2.111
H 2.828 -5.085 0.787
H -0.665 1.603 -2.474
H -4.125 3.594 5.578
H 3.179 -4.227 -0.726
H 5.506 -0.295 -3.069
H 3.648 -3.525 0.828
H 4.982 -2.702 -4.209
H -0.626 6.471 0.989
H -1.634 2.199 -1.047
H -4.057 2.543 6.991
H 3.643 -1.078 -5.018
H -0.037 1.559 4.159
H -1.721 -2.937 -2.132
H 5.802 -1.261 -1.621
H 1.593 -2.817 2.427
H 2.312 -0.247 -5.822
*
```

As for the HOMO-LUMO gap (spin up / spin down): 4.951 / 4.949 eV. The HOMO energy (spin up / spin down) is -16.9 / -16.9 eV.


[3]
C20H40NP3PtSSe | ωB97M-V/def2-TZVPD

ORCA input file:
```
! wB97M-V def2-TZVPD RIJCOSX def2/J DEFGRID3
* xyz 4 5
Pt -0.147 -0.227 0.782
Se 2.156 0.492 -3.368
S 3.034 2.228 3.325
P -1.902 -0.821 -0.610
P -1.531 -0.648 2.770
P 1.047 -2.228 0.428
N 1.460 0.552 2.210
C -3.153 0.481 -0.928
C -3.220 0.056 2.717
C -3.031 -2.224 -0.236
C 1.942 1.787 2.092
C -0.142 1.747 -0.373
C 2.668 2.542 -5.482
C 2.157 2.247 -4.193
C -0.944 1.881 0.798
C -1.342 -1.180 -2.312
C -0.982 -0.043 4.403
C -1.816 -2.424 3.112
C 2.295 -2.803 1.636
C 1.566 3.276 -3.446
C 1.996 -0.116 3.304
C 2.909 0.633 4.008
C 2.491 3.819 -6.032
C 2.045 -1.967 -1.071
C 1.822 4.818 -5.299
C 0.121 -3.771 0.065
C 1.374 4.536 -4.005
H -0.524 -4.021 0.920
H -3.666 -2.003 0.629
H -0.823 -2.141 -2.374
H 0.876 -4.564 -0.061
H 2.809 -3.679 1.213
H 2.863 4.055 -7.031
H -1.847 -0.157 5.073
H 1.785 -3.089 2.570
H 3.194 1.772 -6.052
H 1.657 5.804 -5.732
H 3.428 0.305 4.901
H -3.676 -2.351 -1.119
H 2.632 -2.862 -1.311
H -3.834 -0.364 1.911
H 2.724 -1.122 -0.901
H -3.834 0.099 -1.698
H -3.156 1.148 2.617
H -0.469 -3.686 -0.855
H -2.036 1.881 0.690
H -0.140 -0.649 4.769
H 1.235 3.064 -2.427
H -0.848 -2.925 3.267
H -0.528 2.441 1.631
H 1.372 -1.744 -1.909
H 1.606 2.526 1.380
H 0.816 2.257 -0.405
H -0.697 1.016 4.336
H -0.672 -0.395 -2.689
H -3.669 -0.197 3.689
H -2.403 -2.454 4.043
H -2.375 -2.909 2.300
H -2.687 1.401 -1.291
H 1.525 0.733 -1.989
H 1.688 -1.127 3.568
H -0.643 1.678 -1.353
H -3.726 0.702 -0.022
H 3.027 -2.008 1.826
H -2.484 -3.157 -0.058
H 0.860 5.300 -3.403
H -2.236 -1.224 -2.948
*
```

Its energy above the lowest of the compared OMol25 structures with the same formula, charge and spin is 0.0 kJ/mol. As for the HOMO-LUMO gap (spin up / spin down): 4.625 / 3.514 eV. The HOMO energy (spin up / spin down) is -17.3 / -20.1 eV.


[4]
C20H40O30S6 | ωB97M-V/def2-TZVPD

ORCA input file:
```
! wB97M-V def2-TZVPD RIJCOSX def2/J DEFGRID3
* xyz 0 1
S 1.765 3.742 -5.074
S -3.414 0.739 -1.978
S 1.763 -4.794 0.976
S 1.848 0.347 4.932
S -4.016 3.969 2.139
S 1.517 2.181 0.805
O -4.539 2.686 2.632
O -4.908 5.057 1.782
O 2.129 -0.873 3.878
O -1.986 0.461 -1.836
O 2.315 -0.127 -3.020
O -3.851 2.344 -2.094
O -2.765 4.479 3.082
O 2.683 4.316 -4.072
O 1.151 -3.546 1.359
O -4.253 0.146 -0.927
O 2.944 1.302 4.879
O 1.274 2.198 -4.762
O -2.886 -2.572 2.287
O -3.886 0.429 -3.508
O -2.969 3.715 0.907
O 0.443 0.779 4.804
O -2.471 -4.086 0.851
O 2.749 -4.393 -0.217
O 0.257 4.278 -4.779
O 0.966 -5.932 0.652
O -4.455 -4.190 1.929
O 0.943 2.923 -0.344
O 2.004 0.670 0.360
O 1.913 -0.633 6.226
O 2.495 2.839 1.683
O 0.248 1.645 1.702
O 4.275 0.609 -3.841
O 3.325 1.545 -1.998
O 1.972 3.906 -6.500
O 3.030 -5.295 1.943
C -4.416 2.607 -3.300
C -4.871 1.350 -3.993
C 4.448 2.383 -1.689
C -0.082 0.312 1.313
C 4.100 -4.247 0.226
C 3.396 0.683 -3.028
C 1.798 -1.993 5.878
C 2.792 -2.537 -3.219
C 2.231 -1.257 -3.916
C -1.651 4.891 2.299
C -3.155 -0.465 3.275
C 2.389 -2.117 4.475
C 4.216 -5.322 1.297
C -2.809 -5.082 -0.076
C -3.368 -3.690 1.762
C 0.335 2.191 -3.736
C 0.903 -0.229 0.315
C -2.041 4.773 0.821
C -3.545 -1.960 3.376
C -0.410 3.532 -3.831
H 0.414 -0.380 -0.648
H -4.786 1.513 -5.066
H 4.191 2.856 -0.741
H 1.999 -2.949 3.889
H -3.132 -2.337 4.316
H 2.112 -2.938 -2.469
H 3.451 -2.368 4.477
H 1.310 -1.174 0.672
H -5.818 0.927 -3.661
H 4.160 -3.230 0.616
H 1.238 -1.346 -4.355
H 4.375 -6.277 0.791
H 3.051 -3.308 -3.944
H -1.998 -5.577 -0.606
H -2.590 5.651 0.475
H -0.868 4.141 2.407
H -1.445 3.344 -4.118
H -3.363 -5.861 0.451
H -0.003 -0.319 2.198
H 5.040 -5.142 1.987
H -1.077 0.256 0.872
H -1.386 5.925 2.514
H -4.580 -2.222 3.596
H -3.704 3.257 -3.814
H -5.269 3.255 -3.086
H 3.735 -2.233 -2.765
H 0.866 2.105 -2.787
H -1.132 4.680 0.229
H 5.377 1.840 -1.520
H -2.097 -0.261 3.436
H -3.518 -4.783 -0.851
H 2.871 -1.033 -4.770
H 0.736 -2.244 5.902
H 4.604 3.200 -2.392
H -0.472 3.952 -2.827
H -0.186 1.248 -3.899
H -3.428 -0.135 2.272
H -3.675 0.195 3.970
H 2.280 -2.530 6.693
H 4.848 -4.388 -0.553
*
```

Its energy above the lowest of the compared OMol25 structures with the same formula, charge and spin is 181.0 kJ/mol. As for the HOMO-LUMO gap: 10.677 eV. The HOMO energy is -10.6 eV. The SMILES is O=S1(=O)OCCO1.O=S1(=O)OCCO1.O=S1(=O)OCCO1.O=S1(=O)OCCO1.O=S1(=O)OCCO1.O=S1(=O)OCCO1.CCOC(=O)OC.CCOC(=O)OC.


[5]
C20H41AgCl6NO12 | ωB97M-V/def2-TZVPD

ORCA input file:
```
! wB97M-V def2-TZVPD RIJCOSX def2/J DEFGRID3
* xyz 2 2
Ag 18.690 1.627 9.869
Cl 15.483 2.004 3.646
Cl 20.555 7.868 3.462
Cl 21.158 6.917 6.160
Cl 16.025 3.740 1.377
Cl 19.231 2.303 0.988
Cl 19.971 5.102 1.157
O 17.093 2.557 11.193
O 15.888 6.946 8.386
O 20.468 0.047 9.395
O 20.541 -2.015 4.843
O 15.683 9.667 7.834
O 17.630 3.255 8.345
O 21.213 1.470 5.847
O 19.093 1.877 7.539
O 12.671 8.554 4.379
O 13.495 5.984 4.498
O 15.957 4.729 10.043
O 18.886 5.950 8.843
N 19.525 -2.171 4.244
C 18.619 -0.845 6.135
C 20.734 -4.116 3.307
C 14.772 6.412 6.399
C 19.564 -2.413 1.787
C 20.110 6.713 4.778
C 18.265 2.831 7.370
C 19.538 -3.164 3.124
C 15.250 3.634 2.961
C 13.980 6.830 5.412
C 15.299 7.371 7.407
C 18.369 -1.311 4.678
C 16.981 -3.070 3.448
C 20.111 3.484 1.973
C 18.201 -3.948 3.286
C 13.507 8.244 5.189
C 15.027 8.785 7.054
C 18.257 -0.062 3.732
C 17.122 -2.185 4.666
C 18.191 3.498 6.021
C 14.207 9.178 6.074
H 16.333 9.199 8.376
H 16.601 -2.561 2.561
H 18.161 -4.651 2.456
H 21.695 -3.605 3.302
H 19.227 3.697 5.735
H 19.908 -3.174 1.086
H 17.075 -2.800 5.570
H 17.384 0.473 4.098
H 16.443 4.308 9.332
H 16.134 -3.737 3.633
H 16.780 2.262 12.055
H 20.258 5.755 4.286
H 20.070 -1.450 1.748
H 18.945 -1.541 6.906
H 21.131 -0.465 8.920
H 21.817 2.219 5.904
H 17.687 4.459 6.130
H 18.375 -4.423 4.255
H 19.394 5.407 9.451
H 17.737 2.908 5.225
H 16.282 -1.519 4.875
H 14.193 3.872 2.903
H 19.058 6.877 4.991
H 18.168 5.384 8.552
H 15.729 4.371 3.598
H 18.101 -0.351 2.696
H 19.640 3.515 2.950
H 14.182 10.243 5.884
H 20.665 1.534 6.638
H 14.943 5.358 6.568
H 12.795 6.404 3.974
H 20.646 -4.647 4.255
H 20.571 -0.219 10.316
H 17.701 -0.402 6.523
H 19.253 0.366 3.848
H 20.737 -4.832 2.488
H 18.568 -2.184 1.402
H 15.690 5.582 9.675
H 16.713 3.452 11.081
H 21.175 3.281 2.041
H 19.353 -0.046 6.051
*
```

Its energy above the lowest of the compared OMol25 structures with the same formula, charge and spin is 0.0 kJ/mol. As for the HOMO-LUMO gap (spin up / spin down): 5.883 / 2.920 eV. The HOMO energy (spin up / spin down) is -13.4 / -13.4 eV.


[6]
C20H41BIrN11O2 | ωB97M-V/def2-TZVPD

ORCA input file:
```
! wB97M-V def2-TZVPD RIJCOSX def2/J DEFGRID3
* xyz 3 6
Ir -0.509 0.373 0.526
O 1.402 -0.684 2.787
O -0.716 -0.330 3.611
N -0.685 4.622 0.414
N -3.626 3.443 0.991
N -2.607 1.517 0.751
N 2.778 1.699 -2.813
N 1.591 -3.433 -0.427
N -1.790 -0.869 -0.691
N 3.089 1.136 -3.962
N -0.571 -2.862 -0.903
N -0.148 2.512 0.200
N -2.794 -2.818 -1.487
N 0.941 -1.200 -0.250
C -4.559 2.470 1.243
C -3.914 1.279 1.090
C 0.823 0.901 -4.867
C -1.146 3.360 0.412
C 0.998 3.271 0.084
C -0.661 -1.580 5.687
C 0.675 4.584 0.211
C 2.881 0.349 -6.218
C -2.754 -4.267 -1.703
C -2.465 2.828 0.696
C 2.262 1.292 -5.194
C 2.365 2.752 -5.643
C 2.706 -0.838 4.831
C 1.413 -1.249 4.163
C 0.683 -2.442 -0.503
C -4.056 -2.117 -1.722
C -1.741 -2.137 -1.019
C 0.356 0.692 5.500
C 1.348 -2.757 3.992
C 0.119 -0.635 4.800
B 0.129 -0.279 2.568
H -4.688 -2.741 -2.345
H 3.403 3.059 -5.769
H -0.987 -2.468 5.150
H 0.407 1.480 -4.040
H -1.540 -1.071 6.078
H 2.017 2.366 -2.812
H 0.207 1.104 -5.741
H 2.298 0.392 -7.137
H 3.530 1.823 -2.149
H -4.585 -1.917 -0.787
H 0.884 1.397 4.856
H -2.130 -4.532 -2.560
H 1.351 -4.401 -0.552
H 2.723 -1.191 5.864
H 1.873 3.432 -4.945
H 4.018 0.732 -4.024
H 2.222 -3.091 3.434
H 0.447 -3.059 3.455
H -0.606 1.124 5.773
H -4.297 0.284 1.243
H -3.808 4.434 1.027
H -5.574 2.706 1.510
H -0.049 -1.890 6.536
H 1.892 -1.064 0.074
H 1.968 2.815 -0.003
H 1.866 2.854 -6.606
H 3.902 0.645 -6.466
H -1.220 5.463 0.567
H 0.937 0.553 6.411
H 3.549 -1.291 4.311
H -3.762 -4.610 -1.914
H -0.641 -3.832 -1.162
H -3.888 -1.186 -2.263
H 2.839 0.241 4.834
H -2.715 -0.478 -0.793
H 0.749 -0.160 -4.630
H 1.276 5.477 0.196
H 2.508 -3.243 -0.059
H 2.876 -0.683 -5.866
H 1.355 -3.260 4.958
H -2.423 -4.795 -0.807
*
```

Its energy above the lowest of the compared OMol25 structures with the same formula, charge and spin is 0.0 kJ/mol. As for the HOMO-LUMO gap (spin up / spin down): 7.478 / 7.035 eV. The HOMO energy (spin up / spin down) is -14.6 / -16.4 eV.


no.,E_tot (eV),strongest force on any atom (Eh/bohr)
1,-179829.4446,0.2056
2,-79256.8405,0.0554
3,-130129.8284,0.0691
4,-147816.6669,0.0841
5,-126579.3828,0.0617
6,-45383.0504,0.0159